# 1
2 unconnected molecules or ions with the total composition CH4FO3P at a distorted geometry, computed with ωB97M-V/def2-TZVPD.

```
! wB97M-V def2-TZVPD RIJCOSX def2/J DEFGRID3
* xyz 0 1
C -0.543 1.152 0.359
O 2.676 0.011 0.845
O 1.118 0.345 -0.849
O 1.764 -0.609 -0.058
F -1.019 2.085 -0.473
P -1.666 -0.262 0.533
H 0.227 1.358 1.151
H 3.541 -0.384 0.595
H -1.380 -0.571 -0.903
H -0.992 -1.360 1.092
*
```

As for the HOMO-LUMO gap (alpha / beta): 7.8 / 8.7 eV. Its largest force on an atom is 3.2 eV/Å. The HOMO energy (alpha / beta) comes out at -8.47 / -9.22 eV.

# 2
A molecular structure, CH4I2OSi at a distorted geometry, computed with ωB97M-V/def2-TZVPD.

```
! wB97M-V def2-TZVPD RIJCOSX def2/J DEFGRID3
* xyz 0 1
C -1.250 -1.543 0.379
O -0.347 -0.852 -0.429
Si 0.927 0.182 -0.226
I -3.173 -0.397 0.193
I -1.535 -3.595 0.020
H -1.188 -1.464 1.502
H 1.881 -0.002 -1.263
H 1.463 -0.289 0.951
H 0.467 1.482 -0.319
*
```

As for the HOMO-LUMO gap: 9.0 eV. Its largest force on an atom is 2.5 eV/Å. The HOMO energy comes out at -9.31 eV.

# 3
2 unconnected molecules or ions with the total composition CH4I2Si at a distorted geometry, computed with ωB97M-V/def2-TZVPD.

```
! wB97M-V def2-TZVPD RIJCOSX def2/J DEFGRID3
* xyz 0 1
C -0.147 0.383 -0.748
Si -0.836 0.296 0.983
I 0.507 0.995 2.857
I 2.744 -4.128 -0.913
H 0.027 1.477 -0.901
H 0.622 -0.243 -1.048
H -0.934 0.035 -1.331
H -1.982 1.186 1.102
*
```

As for the HOMO-LUMO gap (alpha / beta): 8.8 / 4.2 eV. Its largest force on an atom is 2.8 eV/Å. The HOMO energy (alpha / beta) comes out at -9.71 / -7.59 eV.

# 4
A gas-phase ion, CH4IN2S (charge +1) at a distorted geometry, computed with ωB97M-V/def2-TZVPD.

```
! wB97M-V def2-TZVPD RIJCOSX def2/J DEFGRID3
* xyz 1 1
C -0.682 -0.379 0.018
N -0.660 0.856 0.487
N 0.293 -1.015 -0.529
S -2.320 -1.372 -0.145
I -3.977 0.177 0.511
H 0.090 1.540 0.764
H -1.395 1.119 1.067
H 1.278 -0.744 -0.796
H 0.043 -2.073 -0.714
*
```

As for the HOMO-LUMO gap: 8.5 eV. Its largest force on an atom is 4.5 eV/Å. The HOMO energy comes out at -13.48 eV.

# 5
2 unconnected molecules or ions with the total composition CH4IN4 at a distorted geometry, computed with ωB97M-V/def2-TZVPD.

```
! wB97M-V def2-TZVPD RIJCOSX def2/J DEFGRID3
* xyz 1 1
C -0.614 -0.852 -0.548
N 1.251 0.752 -0.716
N 1.287 1.263 0.295
N 1.041 1.670 1.442
N -0.945 -1.547 -1.490
I -1.892 -1.025 1.169
H 1.254 2.586 1.578
H 0.694 1.043 2.088
H -0.342 -1.722 -2.278
H -1.737 -2.168 -1.540
*
```

As for the HOMO-LUMO gap (alpha / beta): 7.9 / 7.9 eV. Its largest force on an atom is 5.6 eV/Å. The HOMO energy (alpha / beta) comes out at -12.65 / -12.65 eV.

# 6
2 unconnected molecules or ions with the total composition CH4INO2S at a distorted geometry, computed with ωB97M-V/def2-TZVPD.

```
! wB97M-V def2-TZVPD RIJCOSX def2/J DEFGRID3
* xyz 0 1
C -1.409 1.206 1.157
N -1.761 1.251 -0.027
O 2.014 -1.860 -1.793
O 0.520 -1.424 0.156
S 0.899 -0.854 -1.115
I 2.210 1.114 -0.330
H -1.408 0.436 1.939
H -1.965 0.441 -0.464
H -1.379 2.249 1.585
H 2.280 -2.561 -1.108
*
```

As for the HOMO-LUMO gap: 8.9 eV. Its largest force on an atom is 4.2 eV/Å. The HOMO energy comes out at -9.82 eV.

# 7
2 unconnected molecules or ions with the total composition CH4INOS at a distorted geometry, computed with ωB97M-V/def2-TZVPD.

```
! wB97M-V def2-TZVPD RIJCOSX def2/J DEFGRID3
* xyz 0 1
C 0.930 0.348 -0.451
N 0.220 -0.202 0.704
O -0.085 -1.407 0.730
S -2.475 -1.325 -0.605
I -2.446 0.901 -0.035
H 0.588 -0.072 -1.315
H 0.759 1.410 -0.338
H 2.030 0.109 -0.371
H 0.479 0.238 1.680
*
```

As for the HOMO-LUMO gap: 6.2 eV. Its largest force on an atom is 3.7 eV/Å. The HOMO energy comes out at -8.01 eV.

# 8
2 unconnected molecules or ions with the total composition CH4INS at a distorted geometry, computed with ωB97M-V/def2-TZVPD.

```
! wB97M-V def2-TZVPD RIJCOSX def2/J DEFGRID3
* xyz 0 1
C -0.365 -0.906 -0.215
N -0.937 2.123 0.339
S 0.723 0.245 0.596
I 2.854 -0.458 -0.242
H -0.137 -0.998 -1.325
H -1.468 -0.848 -0.152
H -0.229 -1.988 0.133
H -0.441 2.830 0.865
*
```

As for the HOMO-LUMO gap (alpha / beta): 7.2 / 7.8 eV. Its largest force on an atom is 3.9 eV/Å. The HOMO energy (alpha / beta) comes out at -8.82 / -8.72 eV.

# 9
A single CH4INS molecule at a distorted geometry, computed with ωB97M-V/def2-TZVPD.

```
! wB97M-V def2-TZVPD RIJCOSX def2/J DEFGRID3
* xyz 0 1
C 0.480 0.293 -0.712
N -0.046 -0.762 0.109
S -1.362 -0.432 1.043
I -0.417 0.703 2.906
H 1.001 0.930 -0.098
H 1.047 -0.123 -1.516
H -0.342 0.856 -1.156
H -0.361 -1.466 -0.576
*
```

As for the HOMO-LUMO gap: 8.0 eV. Its largest force on an atom is 2.5 eV/Å. The HOMO energy comes out at -8.32 eV.

# 10
2 unconnected molecules or ions with the total composition CH4IOP at a distorted geometry, computed with ωB97M-V/def2-TZVPD.

```
! wB97M-V def2-TZVPD RIJCOSX def2/J DEFGRID3
* xyz 0 1
C -1.338 -1.109 -0.388
O -1.362 0.202 -0.219
P -1.512 1.200 1.001
I 4.687 0.366 -0.338
H -1.703 -1.801 0.323
H -1.345 -1.580 -1.369
H -1.237 2.199 0.004
H 3.809 0.523 0.986
*
```

As for the HOMO-LUMO gap (alpha / beta): 7.6 / 8.2 eV. Its largest force on an atom is 3.7 eV/Å. The HOMO energy (alpha / beta) comes out at -8.09 / -7.92 eV.

# 11
2 unconnected molecules or ions with the total composition CH4IOP at a distorted geometry, computed with ωB97M-V/def2-TZVPD.

```
! wB97M-V def2-TZVPD RIJCOSX def2/J DEFGRID3
* xyz 0 1
C 0.780 -0.051 -0.785
O 0.918 -0.302 0.674
P -0.368 -0.405 1.570
I -1.487 1.773 1.260
H 0.317 -0.804 -1.473
H 1.761 0.081 -1.168
H 0.243 0.924 -0.851
H -2.164 -1.216 0.773
*
```

As for the HOMO-LUMO gap: 8.4 eV. Its largest force on an atom is 3.5 eV/Å. The HOMO energy comes out at -8.69 eV.

# 12
A single CH4IPS molecule at a distorted geometry, computed with ωB97M-V/def2-TZVPD.

```
! wB97M-V def2-TZVPD RIJCOSX def2/J DEFGRID3
* xyz 0 1
C 0.462 -1.085 0.308
P 0.344 0.510 -0.714
S -1.675 0.702 -0.440
I 1.358 1.997 0.965
H 1.578 -1.372 0.114
H -0.357 -1.778 -0.179
H 0.113 -0.867 1.249
H -1.823 1.892 -1.303
*
```

As for the HOMO-LUMO gap: 9.0 eV. Its largest force on an atom is 4.6 eV/Å. The HOMO energy comes out at -8.91 eV.